Below is a structure of composition C41H37IrN5O2S3Sb2, with properties calculated with the ωB97M-V functional and the def2-TZVPD basis.

The geometry in XYZ format:
```
91
Properties=species:S:1:pos:R:3
Ir -0.999 -0.188 -0.225
N -0.580 4.072 -0.664
C -0.787 2.782 -0.362
S -0.094 1.591 -1.433
N -1.477 2.538 0.737
N -1.618 1.214 0.996
C -2.323 0.819 2.001
C -2.440 -0.616 2.205
C -3.122 -1.181 3.267
C -3.116 -2.559 3.407
C -2.420 -3.332 2.492
C -1.771 -2.709 1.439
N -1.788 -1.383 1.297
H -0.193 4.321 -1.557
H -1.028 4.783 -0.110
H -2.781 1.549 2.654
H -3.636 -0.544 3.973
H -3.645 -3.025 4.227
H -2.388 -4.408 2.570
H -1.246 -3.269 0.678
C 3.598 1.702 -1.446
C 3.796 1.431 0.047
C 2.562 1.500 0.947
Sb 1.306 -0.205 1.237
C 2.878 -1.452 1.976
C 3.424 -1.051 3.198
C 4.556 -1.679 3.696
C 5.155 -2.708 2.983
C 4.617 -3.105 1.770
C 3.485 -2.479 1.265
C 0.573 0.321 3.162
C 0.456 1.652 3.553
C -0.011 1.972 4.821
C -0.359 0.964 5.709
C -0.238 -0.366 5.329
C 0.225 -0.685 4.061
Sb 3.332 0.355 -3.151
C 5.332 0.610 -3.870
C 5.564 0.325 -5.215
C 6.846 0.377 -5.744
C 7.917 0.721 -4.933
C 7.700 1.010 -3.593
C 6.416 0.954 -3.067
C 3.676 -1.684 -2.536
C 2.591 -2.560 -2.496
C 2.768 -3.922 -2.301
C 4.048 -4.432 -2.142
C 5.141 -3.578 -2.189
C 4.959 -2.216 -2.398
H 4.490 2.216 -1.806
H 2.782 2.418 -1.570
H 4.410 2.264 0.409
H 4.386 0.531 0.241
H 1.942 2.353 0.666
H 2.897 1.656 1.976
H 2.980 -0.249 3.773
H 4.968 -1.359 4.644
H 6.039 -3.194 3.373
H 5.076 -3.903 1.202
H 3.088 -2.804 0.316
H 0.714 2.452 2.869
H -0.098 3.010 5.116
H -0.711 1.215 6.701
H -0.497 -1.155 6.023
H 0.329 -1.729 3.783
H 4.737 0.056 -5.863
H 7.007 0.154 -6.791
H 8.918 0.762 -5.342
H 8.533 1.275 -2.954
H 6.281 1.163 -2.013
H 1.600 -2.160 -2.656
H 1.919 -4.593 -2.309
H 4.194 -5.495 -1.999
H 6.143 -3.973 -2.076
H 5.828 -1.574 -2.446
O 0.001 -3.143 -3.363
S -1.134 -3.258 -2.506
O -1.159 -4.270 -1.490
N -1.464 -1.784 -1.756
C -2.591 -1.273 -2.189
S -3.008 0.179 -1.431
C -3.305 -2.053 -3.208
C -4.477 -1.757 -3.881
C -4.939 -2.681 -4.810
C -4.246 -3.864 -5.052
C -3.065 -4.159 -4.378
C -2.622 -3.231 -3.462
H -5.011 -0.836 -3.690
H -5.849 -2.477 -5.357
H -4.631 -4.565 -5.780
H -2.520 -5.073 -4.570
```

Summary:
E_HOMO: -10.004 eV
Kohn-Sham gap: 6.488 eV
total charge: +1